Model a:
ORCA calculation (ωB97M-V/def2-TZVPD) on the molecule C20H28N4O3S.

Geometry as XYZ:
```
56
C20H28N4O3S, DFT ωB97M-V/def2-TZVPD
C -1.63695 -2.13496 -0.64242
C 2.35680 -0.72408 0.99744
H -2.88249 1.76650 -2.55052
O 2.24852 -2.55266 -0.90762
H -0.09608 2.31134 0.14427
C -2.37903 -0.12189 -1.66572
C -0.48044 -3.07902 -0.24017
H 4.11421 4.64810 2.92123
H 5.11395 3.33207 2.25929
H -2.61689 -0.10651 3.45263
H -1.22458 -0.35514 1.39391
H 0.73518 0.19613 -3.77884
H -1.66775 2.82598 -4.29641
N 0.37901 -2.51120 0.76979
H -4.63130 -1.56766 3.70312
H -0.11692 2.15369 -4.82111
H -0.22619 3.01919 -3.27043
C 2.88148 1.88094 1.74442
H -2.24412 -2.69936 -1.38061
C 1.47560 0.27784 0.63044
H -1.51544 1.83835 -1.41106
N -4.35497 -2.52770 1.92748
H 0.17776 -2.78718 1.71557
H 4.64605 1.07209 2.67689
H -2.91018 -0.67818 -2.45819
H 0.65103 0.91204 -2.15217
C 4.19135 3.56897 2.79772
C 1.72034 1.58664 1.00231
C 0.78844 2.69969 0.64110
C -0.30180 -1.01642 -2.35019
C -3.61429 -2.65212 0.84112
C -2.87573 -0.82506 2.68997
H -0.77908 -1.60789 -3.15023
H 4.14586 -1.25340 2.00764
H 0.61130 -1.51713 -2.02913
C -0.75433 2.33857 -3.95795
C -3.99349 -1.63430 2.83157
H 1.28887 3.40900 -0.01695
N -1.20608 -0.86148 -1.21576
H 4.21129 3.09312 3.78296
H -3.95432 -3.39507 0.12959
N -1.09321 1.07554 -3.34354
C 0.08510 0.34688 -2.91405
C 3.75659 0.86185 2.10535
H -3.06210 0.01246 -0.82378
C -2.47233 -1.89842 0.58982
S 2.02675 -2.40234 0.50334
C -1.98415 1.24147 -2.21540
H 0.49030 3.24474 1.53500
C -2.10197 -0.96217 1.55019
O 3.05165 3.18998 2.06269
H -0.92725 -4.01850 0.10374
O 2.72249 -3.28548 1.39831
H 0.14664 -3.29951 -1.10441
H 0.59840 0.01704 0.05698
C 3.48847 -0.44538 1.73076
```

Computed properties:
LUMO energy in eV: 0.5833

***

Model b:
ORCA calculation (ωB97M-V/def2-TZVPD) on the molecule C20H28N4O3S.

Geometry as XYZ:
```
56
C20H28N4O3S, DFT ωB97M-V/def2-TZVPD
S -1.94560 1.87588 0.01384
C -3.37112 -0.19894 -1.03072
C -4.89568 -1.59079 0.21637
N -0.58811 1.01568 -0.48111
H 1.96076 3.14090 -1.22146
C 1.81287 -2.77641 -0.17358
H -4.47015 -1.82875 -1.86888
C 0.86343 -3.89038 0.10191
C 4.05124 0.76495 1.16347
H -0.10688 -1.73582 -2.19489
C -3.11359 0.52721 0.11656
C 1.05728 1.24262 1.35137
H 4.95969 -0.04184 -0.60813
C -5.87618 -2.72156 0.25682
O -2.31862 2.75151 -1.05644
H 5.23597 -1.02864 0.85501
H 1.02861 -4.30913 1.09154
H -2.87374 0.08008 -1.94561
N 2.78966 -1.06207 -1.24854
H 0.85888 -3.04656 -2.88018
O -1.77430 2.44088 1.32746
H 4.40483 -3.07761 1.83889
H -0.69116 -0.03473 1.28523
H -0.16545 -3.53438 0.04186
C 2.85146 -2.29754 0.60428
N 3.40927 -1.26968 -0.08609
C 0.32629 1.71593 -1.36242
C -3.73026 0.21427 1.31094
H 1.59168 0.66200 2.10024
H -5.10901 -1.09444 2.28821
H 0.93533 0.96954 -1.88110
H -6.84182 -2.38517 -0.12071
H 0.98598 -4.68550 -0.63377
C 1.23125 2.65899 -0.56992
C 4.50438 -0.42947 0.30653
C 3.36892 -2.74756 1.92290
C 0.07791 0.32715 0.60039
H 0.61151 -0.52607 0.17571
H 4.94454 1.28750 1.50897
C -4.26068 -1.25559 -0.97759
C 1.82387 -1.96043 -1.32767
H 1.25042 -1.36131 -3.27265
H 0.62049 3.41381 -0.06342
H 0.47554 2.02253 1.85701
H 3.32777 -1.94646 2.66059
H -6.01661 -3.08149 1.27259
C -4.62110 -0.84517 1.35736
H -3.50605 0.80721 2.18390
C 0.90095 -2.03014 -2.49150
H 2.77453 -3.58070 2.28745
H -5.54300 -3.54564 -0.36980
O 3.90640 2.35540 -0.58209
C 3.29248 1.73379 0.26565
N 1.95676 1.88174 0.41981
H -0.28127 2.27187 -2.07548
H 3.48734 0.42625 2.02838
```

Computed properties:
LUMO energy in eV: 0.5123

***

Which structure is the least stable? The one labeled model a.

***

Model a:
ORCA calculation (ωB97M-V/def2-TZVPD) on the molecule C2H6N4.

Geometry as XYZ:
```
12
C2H6N4, DFT ωB97M-V/def2-TZVPD
H -1.29099 -2.24271 1.61555
C -0.80290 -1.43454 1.07434
H 1.77477 1.99274 -0.47072
N 0.78482 1.77972 -0.50651
N -0.92896 0.28806 -0.34216
N 1.37515 -0.46198 -0.76840
H 0.23774 2.33939 0.12607
H -1.55560 0.76662 -1.00475
H 0.95952 -1.42113 -0.69260
C 0.51366 0.45997 -0.50190
H 0.29903 -1.15265 1.38587
N -1.36625 -0.91350 0.08522
```

Computed properties:
LUMO energy in eV: 0.9151

***

Model b:
ORCA calculation (ωB97M-V/def2-TZVPD) on the molecule C2H6N4.

Geometry as XYZ:
```
12
C2H6N4, DFT ωB97M-V/def2-TZVPD
N 0.93087 -0.08802 -0.92386
H 1.20531 -0.35347 2.27024
N 1.33957 0.15494 1.37069
N -1.10701 -1.36173 0.62757
H -0.92410 0.67208 -1.88847
N 1.31149 -0.57710 0.28505
C -0.42398 0.41923 -0.84866
H -0.39866 1.42373 -0.39211
H 1.05967 -0.87086 -1.58180
C -1.45408 -0.43811 -0.05899
H 0.97360 1.10702 1.47338
H -2.51267 -0.08770 -0.33304
```

Computed properties:
LUMO energy (alpha / beta) in eV: 0.8777 / -0.0999

***

Which structure is the least stable? The one labeled model b.

***

Model a:
ORCA calculation (ωB97M-V/def2-TZVPD) on the ion C5H9N2S with charge +1.

Geometry as XYZ:
```
17
C5H9N2S, DFT ωB97M-V/def2-TZVPD
N 0.60251 -1.16107 0.06351
H -0.96257 -2.53682 -0.01142
C -0.66270 -1.52009 -0.22464
C -1.39098 -0.42216 -0.48712
C 1.54022 -2.04467 0.28541
H -1.31750 1.68509 1.35880
N -0.53818 0.75548 -0.47761
C -1.15514 1.86959 0.28341
H 2.63184 -1.91327 0.20713
S 2.31130 0.97263 -0.11305
H -2.20732 1.98800 -0.10273
H 2.36602 1.58103 1.05673
H 1.19749 -3.00128 0.21457
H -2.31494 -0.50099 -0.98052
C 0.77434 0.20508 0.05974
H -0.41122 1.30904 -1.39332
H -0.46317 2.73438 0.26112
```

Computed properties:
Total charge: +1
LUMO energy (alpha / beta) in eV: -4.5897 / -4.5833

***

Model b:
ORCA calculation (ωB97M-V/def2-TZVPD) on a cluster of 2 separate species, C5H9N2S in total.

Geometry as XYZ:
```
17
C5H9N2S, DFT ωB97M-V/def2-TZVPD
N 0.35162 1.97057 -0.53466
H -1.13529 -0.40294 -0.09046
H 2.60024 -2.74232 2.05905
C -0.48531 1.23333 -1.41490
C -1.59823 0.39539 -0.68788
S 0.85576 -0.49261 -3.34659
C 1.61130 -2.63555 1.81553
H -2.18271 -0.29258 -1.36883
C 1.14397 -1.43067 -0.26744
H -0.07916 2.21663 0.32175
H 0.81277 -2.89488 2.43847
C 0.22272 0.24861 -2.11994
H 1.27387 -2.12927 -1.07748
N 1.33072 -1.95882 0.79073
H -2.42383 1.03972 -0.19388
H 0.81161 2.76056 -0.92437
H -0.84739 2.02713 -2.28988
```

Computed properties:
Total charge: +1
LUMO energy (alpha / beta) in eV: -5.4812 / -5.4809

***

Model c:
ORCA calculation (ωB97M-V/def2-TZVPD) on the ion C5H9N2S with charge +1.

Geometry as XYZ:
```
17
C5H9N2S, DFT ωB97M-V/def2-TZVPD
H 2.42375 -2.78157 -0.12401
S -2.81757 -1.16878 -0.19614
C 1.70727 0.44602 -0.15207
H 3.15004 -1.63334 1.07490
H -2.49489 -2.52284 -0.39087
H -2.47487 1.24336 -0.61989
C 2.58413 -1.73497 0.18758
C -1.80365 1.62336 0.14324
H -1.33430 2.63082 0.04415
C 0.51294 1.10583 -0.09014
H 2.48496 1.16566 -0.40846
C -1.13799 -0.61584 -0.11385
N 1.80914 -0.86893 -0.26241
H 0.62953 2.16469 0.11723
H -2.11096 1.53372 1.19262
N -0.75364 0.67447 0.03979
H -0.37390 -1.26166 -0.44165
```

Computed properties:
Total charge: +1
LUMO energy in eV: -4.9403

***

Which structure is the least stable? The one labeled model b.

***

Model a:
ORCA calculation (ωB97M-V/def2-TZVPD) on the ion C5H6NS with charge +1.

Geometry as XYZ:
```
13
C5H6NS, DFT ωB97M-V/def2-TZVPD
C 0.15505 -0.78255 0.22460
H 1.00563 -1.11801 2.10413
H 0.22435 0.17765 -1.92349
S -1.98843 0.68843 -1.26864
H -1.29424 4.42378 -1.72829
C 0.50409 -0.37640 1.54798
C -1.50064 3.32762 -1.82531
H -0.38002 -2.75520 -0.87198
H -0.34758 -0.02066 2.04237
C -0.25841 -0.30161 -1.10606
H 1.17743 0.42895 1.35174
N -1.56819 2.19745 -1.55251
C -0.29844 -1.68215 -0.62891
```

Computed properties:
Total charge: +1
LUMO energy in eV: -4.6261

***

Model b:
ORCA calculation (ωB97M-V/def2-TZVPD) on the ion C5H6NS with charge +1.

Geometry as XYZ:
```
13
C5H6NS, DFT ωB97M-V/def2-TZVPD
H 2.06170 0.72552 -2.11641
C 1.94321 0.36822 -1.08055
C -3.31470 -0.95865 0.64596
H -4.16716 -0.64349 1.09123
H 2.49433 -0.50477 -0.84152
C -2.39428 -0.23138 0.14955
H -1.34110 1.36780 1.63645
C 0.74850 1.46466 0.79153
C -0.65993 1.34983 0.84519
H 1.26614 1.82704 1.66597
H -3.24684 -1.98245 0.88361
S -1.42789 0.71994 -0.63331
N 1.33507 1.16796 -0.36758
```

Computed properties:
Total charge: +1
LUMO energy (alpha / beta) in eV: -5.3021 / -5.3015

***

Model c:
ORCA calculation (ωB97M-V/def2-TZVPD) on the ion C5H6NS with charge +1.

Geometry as XYZ:
```
13
C5H6NS, DFT ωB97M-V/def2-TZVPD
H -0.07683 -0.54281 2.18611
H 1.36170 1.42634 2.39744
H -1.63017 -1.95446 -0.02642
C -0.04382 -0.18596 1.16753
H -0.73980 -2.16864 -1.48065
N 1.78720 2.07783 0.60905
C 1.05606 1.17776 1.39992
H -1.88214 -1.00948 -1.27168
C -0.24402 -0.32377 -0.17711
S 1.34473 1.93393 -0.95774
C 0.30338 0.61694 -1.07612
C -1.12107 -1.46084 -0.67950
H -0.11522 0.41315 -2.09084
```

Computed properties:
Total charge: +1
LUMO energy in eV: -6.4562

***

Which structure is the least stable? The one labeled model a.

***

Model a:
ORCA calculation (ωB97M-V/def2-TZVPD) on the molecule C4HNO.

Geometry as XYZ:
```
7
C4HNO, DFT ωB97M-V/def2-TZVPD
C 1.75521 0.53649 -0.73612
O -0.51046 -1.25549 1.44986
N -2.87394 0.08328 -0.23306
C -1.62491 0.15763 0.07229
C -0.33685 -0.49360 0.52399
H 2.86809 0.78689 -0.92005
C 0.72285 0.18481 -0.15692
```

Computed properties:
LUMO energy in eV: -1.6609

***

Model b:
ORCA calculation (ωB97M-V/def2-TZVPD) on a structure of composition C4HNO.

Geometry as XYZ:
```
7
C4HNO, DFT ωB97M-V/def2-TZVPD
O 1.38230 0.14757 -0.00763
N 2.32035 -0.87570 -2.07245
C 1.83292 -0.43275 -1.12193
H -2.83602 0.66396 1.67932
C -1.93281 0.44840 1.16039
C 0.10284 -0.19553 -0.25360
C -0.86957 0.24404 0.61591
```

Computed properties:
LUMO energy in eV: -1.6457

***

Model c:
ORCA calculation (ωB97M-V/def2-TZVPD) on the molecule C4HNO.

Geometry as XYZ:
```
7
C4HNO, DFT ωB97M-V/def2-TZVPD
C -1.51742 -0.14966 0.21677
C 1.93427 0.04885 0.27658
C -0.15081 0.16896 0.00394
H -2.12568 0.53220 -0.41300
C 0.87052 0.68265 -0.43199
O -1.92461 -1.01278 0.94898
N 2.94273 -0.27376 0.67709
```

Computed properties:
LUMO energy in eV: -1.3535

***

Which structure is the least stable? The one labeled model b.

***

Model a:
ORCA calculation (ωB97M-V/def2-TZVPD) on a cluster of 2 separate species, C4H9N2OS in total.

Geometry as XYZ:
```
17
C4H9N2OS, DFT ωB97M-V/def2-TZVPD
H 2.84945 -1.27806 -1.88754
C 1.13197 -0.20024 -1.05696
C -2.26785 0.76287 2.08838
H -2.56550 -0.21725 2.64586
H -1.55138 -1.85139 1.21890
S -1.41328 0.18953 -1.21501
H 1.29576 -0.09784 1.03899
H -3.03827 0.70539 1.25108
N 0.68032 -0.23814 0.22369
C -0.65993 -0.09652 0.49081
H 2.67487 0.32314 -2.19153
N 0.15044 -0.00664 -1.87008
O -0.92640 0.70437 1.57658
H 3.17549 -0.35331 -0.53059
H 0.26828 0.20405 -2.87936
H -2.33117 1.79025 2.52431
C 2.52721 -0.34022 -1.42754
```

Computed properties:
Total charge: +1
LUMO energy (alpha / beta) in eV: -4.3749 / -4.2261

***

Model b:
ORCA calculation (ωB97M-V/def2-TZVPD) on the ion C4H9N2OS with charge +1.

Geometry as XYZ:
```
17
C4H9N2OS, DFT ωB97M-V/def2-TZVPD
H -1.06147 2.50394 1.10303
C -0.71717 0.40731 0.28841
N -1.46200 -1.49580 -0.87397
H -0.49115 0.05462 -1.86939
H -1.87750 -1.63337 0.04731
N 1.66928 0.01986 -0.42352
C -0.93140 1.85515 0.13651
H 0.03468 2.14205 -0.21213
O 0.66907 -1.07662 1.50549
S 3.31435 0.01530 -0.49253
H -1.26884 -0.01736 1.11089
H -1.56775 2.05552 -0.64664
C -0.90168 -0.33755 -0.93278
H -1.45845 -2.27228 -1.58169
H 3.73137 -0.63967 0.67741
C 0.70262 -0.22849 0.43866
H 1.61603 -1.35259 1.72495
```

Computed properties:
Total charge: +1
LUMO energy (alpha / beta) in eV: -4.6327 / -4.6329

***

Model c:
ORCA calculation (ωB97M-V/def2-TZVPD) on the ion C4H9N2OS with charge +1.

Geometry as XYZ:
```
17
C4H9N2OS, DFT ωB97M-V/def2-TZVPD
H 3.43905 0.14257 0.68124
C 2.74799 -0.41920 0.06038
C 1.42107 0.22452 0.01310
H -3.44183 0.36602 -0.88719
N 1.16206 1.40878 0.51299
H 2.67167 -1.43684 0.43972
C -0.87890 0.37143 -0.56359
H -1.23719 0.57449 -1.70145
H -3.17466 1.06188 0.73822
H 3.15500 -0.47863 -0.95019
H 0.39168 -1.26671 -0.96723
S -0.42607 2.01186 0.24411
H 1.82808 1.97409 1.02188
C -3.11131 0.15078 0.13256
O -1.78086 -0.35146 0.13705
N 0.38253 -0.32304 -0.60672
H -3.72721 -0.62948 0.57221
```

Computed properties:
Total charge: +1
LUMO energy in eV: -3.4197

***

Which structure is the least stable? The one labeled model a.